a.
Density functional theory data (ωB97M-V with the def2-TZVPD basis set) for one molecule with the formula C7H16N3OP.

HOMO energy ... -9.6 eV
HOMO-LUMO gap ... 10.515 eV
SMILES ... NP(N)(=O)N[C@]12CC[C@H](CC1)C2

Atoms and positions in Å:
1 N 0.033 3.282 -0.648
2 P -0.922 1.945 -1.036
3 N -2.507 2.574 -0.997
4 O -0.500 1.313 -2.291
5 N -1.012 0.966 0.300
6 C -0.081 -0.318 0.390
7 C -0.381 -1.149 1.631
8 C 0.298 -2.489 1.280
9 C 0.859 -2.243 -0.130
10 C 2.059 -1.294 -0.011
11 C 1.399 0.047 0.356
12 C -0.207 -1.327 -0.735
13 H -0.436 3.943 -0.046
14 H 0.396 3.726 -1.479
15 H -2.657 3.209 -1.776
16 H -3.179 1.818 -1.054
17 H -1.005 1.464 1.176
18 H -1.457 -1.265 1.760
19 H 0.026 -0.697 2.536
20 H 1.087 -2.747 1.986
21 H -0.424 -3.305 1.270
22 H 1.080 -3.157 -0.678
23 H 2.590 -1.220 -0.961
24 H 2.768 -1.630 0.747
25 H 1.742 0.446 1.311
26 H 1.563 0.804 -0.411
27 H 0.062 -0.914 -1.701
28 H -1.194 -1.781 -0.788

b.
Density functional theory data (ωB97M-V with the def2-TZVPD basis set) for one molecule with the formula C7H16N3OP.

HOMO energy ... -8.0 eV
HOMO-LUMO gap ... 8.168 eV

Atoms and positions in Å:
1 C 0.520 -0.180 0.968
2 C -0.166 0.149 -1.470
3 C -0.499 0.528 0.003
4 C -0.360 2.037 0.209
5 C 0.078 -2.466 1.375
6 C 2.266 0.465 -1.912
7 C -2.532 0.531 1.453
8 N 0.634 -1.565 0.692
9 N 1.148 -0.391 -1.636
10 N -1.862 0.107 0.241
11 O 2.676 -2.380 -1.110
12 P 1.261 -2.037 -1.254
13 H 1.505 0.261 0.802
14 H 0.207 0.000 2.004
15 H -0.871 -0.628 -1.777
16 H -0.313 1.019 -2.115
17 H 0.594 2.379 -0.184
18 H -0.412 2.304 1.262
19 H -1.159 2.546 -0.325
20 H 0.197 -3.488 1.050
21 H -0.495 -2.261 2.278
22 H -1.930 -0.900 0.132
23 H 3.140 -0.182 -2.011
24 H 2.112 1.015 -2.848
25 H 2.459 1.192 -1.112
26 H -3.534 0.106 1.448
27 H -2.034 0.225 2.385
28 H -2.628 1.615 1.453

Which structure is most stable? a, by 324.5 kJ/mol over the runner-up.